Record 1
The following is a DFT calculation (ωB97M-V with the def2-TZVPD basis set) of C35H83N8NbO11PS as an isolated structure at a distorted geometry.

XYZ file:
```
140
Properties=species:S:1:pos:R:3:forces:R:3:lowdin_charge:R:1
C 0.26994 -6.99903 2.28892 -0.06 -0.24 0.20 -0.16
C 0.44162 -6.46872 3.81022 -0.33 -0.26 -1.28 -0.27
C -0.75837 -5.41106 4.11762 1.84 -1.04 0.61 -0.22
C -0.11056 -4.20415 4.96995 -1.15 -0.77 1.99 -0.39
N -0.72884 -2.86892 4.76737 -0.29 -0.55 -2.17 -0.27
Nb -0.43442 -1.94229 2.86634 -0.01 1.13 1.87 1.30
S 1.39657 -3.48771 2.12409 0.52 -0.05 0.34 0.25
C -2.22941 -0.59499 3.40124 -0.84 -0.80 0.43 -0.36
C -3.63656 -1.37612 3.19658 0.33 0.49 0.44 -0.31
C -4.01005 -1.65143 1.66627 0.01 -0.46 -0.38 -0.19
C -4.33514 -3.22124 1.49253 0.01 0.75 1.59 -0.21
O -4.04221 -3.73859 0.16342 1.68 -0.94 0.63 -0.08
C -2.99739 -4.70663 0.19604 0.69 -2.53 0.65 -0.43
C -1.69855 -4.36006 -0.66913 -0.83 0.19 0.53 0.00
O -3.06777 -5.78953 0.82480 -0.24 3.95 -1.84 0.03
C -0.36671 -0.92660 0.81495 -2.32 -0.20 -0.11 -0.41
O 0.73699 -0.03254 0.58181 0.44 -0.85 -0.54 -0.29
C 1.92227 -0.61227 0.04545 2.36 0.18 -1.03 -0.32
C 1.77293 -1.46276 -1.30091 -1.63 -0.28 0.67 -0.10
P 1.22330 -0.26779 3.92129 0.40 0.02 0.33 0.67
C 1.14630 -0.62885 5.80125 1.01 -0.52 0.96 -0.42
O 2.79271 -0.71539 3.35840 0.12 -0.23 1.68 -0.52
H -0.77343 -7.44796 2.15589 1.45 0.42 0.15 0.07
H 0.35204 -6.15453 1.52216 -0.08 -0.93 1.35 0.03
H 1.07873 -7.76268 2.00041 -1.22 0.90 0.52 0.06
H 0.43858 -7.34091 4.56453 -0.07 1.22 -1.22 0.10
H 1.47565 -5.99740 3.84913 -1.38 -0.32 0.15 0.07
H -1.21548 -5.09794 3.12751 0.50 -0.13 1.41 0.05
H -1.49674 -6.00601 4.77424 0.76 1.23 -1.13 0.11
H 1.03958 -4.18887 4.93614 -1.87 0.24 -0.47 0.07
H -0.33729 -4.48193 6.07580 0.51 0.22 -1.41 0.10
H -1.74441 -2.88830 4.93896 0.59 -0.24 0.41 0.02
H -1.63794 -3.11747 2.14772 0.29 -0.37 -0.43 -0.06
H 2.38398 -3.47381 3.09444 -0.80 0.23 -0.63 -0.22
H -2.11417 -0.39766 4.53665 -0.17 -0.13 -1.56 0.05
H -2.19099 0.40199 2.87942 -0.34 -1.61 0.61 0.00
H -3.53628 -2.35071 3.80047 -0.41 1.18 -1.07 0.07
H -4.51444 -0.80048 3.67709 1.25 -0.73 -0.62 0.09
H -4.89546 -0.97599 1.36544 1.14 -1.21 0.40 0.10
H -3.17130 -1.38750 0.93240 -0.93 -0.42 1.28 0.09
H -3.66396 -3.78183 2.22360 -1.03 0.78 -0.90 0.09
H -5.42012 -3.38691 1.80114 1.27 -0.10 -0.74 0.13
H -2.03470 -3.65564 -1.49811 0.82 -0.89 1.01 0.09
H -1.17739 -5.30348 -1.04589 -1.06 1.24 0.45 0.09
H -0.96094 -3.85300 0.05180 -1.24 -0.52 -1.07 0.04
H -1.31673 -0.26370 0.76873 1.44 -0.86 -0.12 0.05
H -0.54823 -1.74494 0.04163 0.61 1.23 0.35 0.02
H 2.61733 0.27305 -0.22511 -1.24 -1.04 0.54 0.12
H 2.55292 -1.22490 0.79220 -1.37 0.83 -0.77 0.07
H 2.55460 -1.26155 -2.09858 -1.14 -0.30 1.58 0.04
H 1.73170 -2.57635 -1.00031 0.26 1.55 -0.73 0.07
H 0.72848 -1.23620 -1.73453 1.53 -0.25 0.46 0.07
H 1.92086 -0.02109 6.39352 -1.00 -0.64 -0.89 0.02
H 1.35069 -1.73550 6.04230 -0.38 1.44 -0.39 0.01
H 0.13004 -0.38901 6.24931 1.13 -0.24 -0.94 0.02
H 3.18220 -1.34889 4.00528 -0.32 0.51 -0.82 0.02
C -1.37651 2.89637 2.38943 0.03 0.09 0.05 -0.31
O -1.38215 2.00003 3.21026 0.00 1.32 -0.01 -0.05
N -2.30196 3.89631 2.30579 0.51 -0.34 -0.15 -0.20
C -2.22694 4.93041 1.29372 -0.21 -0.17 0.27 -0.07
C -3.39367 3.92391 3.25836 0.17 -0.24 0.05 -0.05
H -0.59152 2.96866 1.61912 -0.01 0.01 -0.05 0.14
H -2.14936 5.90405 1.78397 -0.06 0.09 -0.26 0.09
H -3.13320 4.90011 0.68613 0.12 0.27 -0.02 0.05
H -1.35853 4.78409 0.64926 -0.03 -0.09 0.12 0.09
H -2.98542 3.99466 4.26989 -0.18 -0.04 0.02 0.09
H -3.96512 2.99588 3.17625 -0.06 0.08 0.16 0.09
H -4.04728 4.77573 3.06605 0.13 -0.05 -0.08 0.08
C 6.10379 2.64201 0.04277 -0.10 -0.79 0.36 -0.36
O 6.62697 2.72056 -1.05778 0.09 -0.06 -0.01 -0.02
N 5.96399 1.50225 0.76914 0.01 1.15 -0.47 -0.19
C 5.32779 1.49074 2.07722 0.21 -0.39 -0.16 -0.05
C 6.46474 0.25704 0.22319 0.03 0.18 -0.25 -0.04
H 5.68917 3.52873 0.54988 -0.05 -0.05 0.09 0.12
H 6.04518 1.12205 2.82066 -0.66 0.33 -0.58 0.04
H 4.46144 0.82474 2.04483 -0.04 0.09 0.23 0.08
H 4.99967 2.49229 2.36202 0.03 -0.03 -0.14 0.09
H 7.53879 0.35157 0.04046 -0.04 -0.14 -0.07 0.08
H 5.96468 0.05482 -0.72726 0.12 -0.15 0.04 0.09
H 6.28119 -0.56453 0.91605 -0.07 0.18 0.00 0.09
C -4.94145 7.23539 -0.97357 0.10 -0.29 -0.38 -0.34
O -4.24581 7.12181 0.01823 -0.04 -0.07 -0.24 0.01
N -4.79920 6.51601 -2.12194 -0.31 0.55 0.58 -0.19
C -5.66883 6.70814 -3.26356 0.24 -0.07 0.04 -0.07
C -3.74297 5.52496 -2.20559 0.09 0.00 0.22 -0.03
H -5.77258 7.95856 -1.01747 -0.05 -0.01 -0.10 0.13
H -6.17836 5.76648 -3.48431 -0.06 0.10 -0.18 0.08
H -5.06498 7.00684 -4.12344 -0.19 -0.09 -0.09 0.08
H -6.41406 7.47990 -3.06331 0.09 -0.06 0.11 0.08
H -3.88578 4.78149 -1.41787 0.14 -0.02 -0.10 0.08
H -2.77838 6.01513 -2.05316 0.02 -0.18 0.00 0.10
H -3.75545 5.03465 -3.17965 -0.08 0.16 0.05 0.08
C 7.43506 0.89202 5.09088 0.15 -0.29 0.24 -0.31
O 6.45302 0.54593 4.46350 0.59 -0.46 1.08 0.01
N 8.21967 0.06846 5.84204 -0.18 0.62 -0.29 -0.20
C 9.37711 0.55573 6.56320 -0.17 -0.27 -0.07 -0.07
C 7.88398 -1.34030 5.92112 -0.26 0.06 -0.19 -0.04
H 7.77709 1.94006 5.09850 0.08 0.01 0.06 0.14
H 10.26749 0.03289 6.20405 0.10 0.12 0.14 0.09
H 9.24266 0.35700 7.62970 0.19 0.09 0.01 0.09
H 9.50787 1.62833 6.41325 -0.08 -0.10 -0.04 0.08
H 7.89678 -1.76892 4.91614 -0.07 -0.12 0.13 0.09
H 6.87786 -1.44657 6.33363 0.07 -0.16 -0.06 0.10
H 8.59769 -1.86852 6.55413 -0.02 0.15 -0.05 0.08
C -4.94438 5.31816 -6.84310 -0.29 -0.32 -0.12 -0.34
O -4.18584 5.24119 -5.89549 -0.17 -0.17 -0.03 0.00
N -5.87878 4.38583 -7.18042 0.42 0.64 -0.01 -0.20
C -6.74885 4.54851 -8.32740 0.04 -0.20 0.21 -0.06
C -6.00619 3.19270 -6.36531 0.23 0.12 0.17 -0.04
H -4.93093 6.18306 -7.52624 -0.07 -0.02 -0.06 0.13
H -7.78834 4.54701 -7.98961 -0.03 0.02 -0.20 0.09
H -6.58840 3.71645 -9.01766 -0.15 0.10 -0.10 0.09
H -6.54258 5.48663 -8.84445 0.04 -0.07 0.10 0.08
H -6.24727 3.48289 -5.33982 0.03 -0.19 -0.01 0.09
H -5.05388 2.65705 -6.36230 -0.12 -0.08 0.12 0.09
H -6.79039 2.54418 -6.75656 0.07 0.14 -0.03 0.09
C 4.18810 -2.01822 -4.37874 -0.29 -0.19 -0.26 -0.33
O 4.02056 -1.83855 -3.18834 0.41 -0.25 -0.58 0.00
N 3.31479 -2.65667 -5.20630 0.75 0.29 0.08 -0.19
C 3.58209 -2.83051 -6.61768 -0.15 -0.05 0.36 -0.07
C 2.07476 -3.18004 -4.65326 0.46 0.13 0.47 -0.04
H 5.09429 -1.66196 -4.89703 0.01 -0.01 -0.12 0.13
H 2.78908 -2.34509 -7.19364 0.09 -0.08 -0.18 0.08
H 3.59872 -3.89904 -6.84875 0.01 0.06 -0.21 0.09
H 4.54267 -2.39063 -6.89103 -0.07 -0.01 0.09 0.08
H 1.50502 -2.36069 -4.21049 0.30 -0.62 -0.07 0.05
H 2.31245 -3.90493 -3.86992 -0.14 -0.01 -0.03 0.10
H 1.48097 -3.66124 -5.43130 0.11 0.12 0.00 0.09
C -0.26891 -0.86421 -5.11727 -0.44 0.31 0.14 -0.32
O -0.24663 -1.78000 -4.31933 -1.10 0.62 -0.08 -0.01
N -1.20077 0.12839 -5.14876 0.61 -0.39 -0.30 -0.20
C -1.16127 1.19005 -6.13289 -0.14 -0.08 0.29 -0.06
C -2.26656 0.12127 -4.16417 0.14 -0.27 0.20 -0.03
H 0.49579 -0.76509 -5.90665 0.04 0.09 -0.07 0.13
H -1.07656 2.15056 -5.61825 -0.01 0.07 -0.20 0.09
H -2.08521 1.16939 -6.71729 0.07 0.16 -0.10 0.08
H -0.31044 1.06857 -6.80495 -0.05 -0.06 0.10 0.08
H -1.83054 0.16749 -3.16330 -0.18 -0.03 0.01 0.10
H -2.83338 -0.80843 -4.25594 -0.05 0.09 0.15 0.09
H -2.93131 0.97274 -4.31421 0.14 -0.04 -0.07 0.08
```
Forces are in eV/Å.

Values from the calculation:
Charge: -1
Kohn-Sham gap: 0.1656 Ha
Multiplicity: 1
Energy: -3445.33600 a.u.

Record 2
The following is a DFT calculation (ωB97M-V with the def2-TZVPD basis set) of a 9-piece molecular cluster, C35H85N3O9 overall at a distorted geometry.

XYZ file:
```
132
Properties=species:S:1:pos:R:3:forces:R:3:lowdin_charge:R:1
C 3.72510 24.84169 4.99626 0.97 0.09 0.53 -0.03
C 2.50350 24.46322 4.19429 -0.73 1.49 -0.67 -0.53
C 1.24534 24.85134 4.96656 -1.08 -0.67 0.65 -0.02
C 2.57388 25.33204 2.92227 -0.17 -0.30 -0.34 -0.14
C 1.66566 24.83576 1.81953 -0.31 -0.17 -0.38 -0.19
C 1.87538 23.34658 1.55406 -0.30 1.01 0.11 -0.13
C 1.66832 22.51034 2.79887 -0.40 -0.43 0.34 -0.52
C 0.19044 22.38298 3.19417 -0.40 -0.17 0.12 -0.01
C 2.15818 21.11623 2.47759 0.35 -0.83 -0.36 -0.04
N 2.50351 23.07475 3.83436 1.69 0.03 -0.56 -0.10
O 2.67133 22.26539 4.96796 -0.02 -0.37 0.10 -0.03
H 3.97059 25.90295 4.88453 -0.52 0.08 0.16 0.09
H 3.60738 24.62641 6.05907 0.11 -0.08 -0.03 0.07
H 4.64678 24.37468 4.63000 -0.30 -0.42 0.02 0.09
H 0.32311 24.89103 4.37470 0.36 0.10 -0.35 0.07
H 1.03056 24.02861 5.66307 0.18 0.35 0.22 0.07
H 1.28792 25.79468 5.51323 0.34 -0.04 0.02 0.09
H 2.26728 26.34631 3.18482 0.30 0.07 0.12 0.12
H 3.60608 25.34376 2.55595 -0.02 0.06 0.04 0.12
H 0.61305 25.02577 2.06581 0.12 0.00 0.03 0.10
H 1.85677 25.36450 0.87987 -0.01 0.15 0.15 0.11
H 2.90984 23.23355 1.21989 -0.11 -0.31 -0.23 0.13
H 1.14860 23.05546 0.79318 0.29 -0.34 -0.16 0.13
H -0.41801 23.24665 2.92075 0.06 0.05 0.14 0.07
H 0.11359 22.19963 4.26856 -0.04 0.13 -0.02 0.08
H -0.25666 21.50686 2.71648 -0.02 0.07 -0.13 0.08
H 3.22338 21.11602 2.23031 0.00 0.06 0.11 0.09
H 1.63039 20.74835 1.59341 0.01 0.07 -0.06 0.10
H 1.97136 20.37264 3.25543 0.16 0.34 0.07 0.05
H 3.59473 21.94717 4.85166 -0.45 0.04 0.21 0.07
C 0.06417 19.83966 11.28872 -0.55 0.22 0.21 -0.03
C 0.72785 20.34078 10.01326 -0.26 -0.25 -1.04 -0.52
C 1.41272 19.19089 9.25977 0.41 0.05 0.21 -0.03
C -0.38813 20.85301 9.08898 -0.46 -0.66 -0.78 -0.14
C 0.14592 21.72850 7.97638 -0.38 0.50 -0.34 -0.17
C 0.80533 22.96208 8.55491 -0.05 -0.43 -0.09 -0.13
C 1.97928 22.55261 9.44500 1.22 1.15 -0.47 -0.50
C 3.21344 22.31208 8.54492 0.52 -1.08 -0.23 -0.02
C 2.31982 23.75726 10.34890 1.04 0.12 0.50 -0.03
N 1.64072 21.43282 10.29807 -0.51 0.17 1.34 -0.10
O 2.76746 20.91977 11.00858 0.05 0.22 -0.28 -0.01
H -0.09815 20.71909 11.91910 0.06 -0.25 0.20 0.09
H -0.93019 19.45065 11.04924 0.06 -0.07 -0.07 0.08
H 0.56893 19.04145 11.82986 0.39 0.21 0.00 0.08
H 2.14787 18.71334 9.90790 0.00 -0.10 -0.07 0.08
H 0.67362 18.46519 8.92246 0.02 -0.13 0.12 0.08
H 1.93991 19.57771 8.38638 -0.04 -0.10 -0.04 0.06
H -0.82202 19.96870 8.60013 0.07 0.00 0.20 0.11
H -1.25398 21.26980 9.61406 0.41 0.52 0.20 0.12
H 0.85469 21.16600 7.36203 0.08 0.03 0.06 0.10
H -0.64376 22.03129 7.27927 -0.08 -0.15 0.14 0.11
H 0.07461 23.56227 9.10540 -0.03 -0.17 0.11 0.12
H 1.19207 23.59000 7.75275 0.05 0.10 0.11 0.10
H 4.16552 22.42608 9.07005 -0.19 0.12 0.21 0.08
H 3.25349 22.94184 7.65625 -0.21 0.22 0.15 0.06
H 3.24823 21.28149 8.16864 -0.19 0.11 0.01 0.07
H 1.42360 24.31047 10.61843 0.06 -0.02 0.34 0.07
H 3.07524 24.45638 9.95904 -0.60 -0.04 -0.78 0.08
H 2.91219 23.45305 11.22719 -0.72 -0.27 0.12 0.07
H 2.76656 21.38311 11.85750 -0.17 -0.09 -0.17 0.10
C -5.84795 16.36106 3.70821 -0.66 0.47 -0.25 -0.02
C -6.59546 16.98199 4.91941 -0.51 -0.23 -0.32 -0.50
C -7.66550 17.94872 4.40946 -0.25 0.75 -1.24 -0.03
C -7.33667 15.88302 5.69622 0.00 0.05 0.65 -0.14
C -6.41803 14.97753 6.50762 0.54 0.47 0.09 -0.17
C -5.54637 15.84968 7.42421 -1.03 -0.07 0.22 -0.14
C -4.83262 16.98036 6.71190 1.34 0.28 0.68 -0.53
C -4.33592 17.96933 7.76089 -0.02 0.77 0.48 -0.04
C -3.57335 16.46359 6.00174 0.02 -0.38 -1.08 -0.02
N -5.75481 17.71994 5.86103 -0.57 -0.14 0.52 -0.09
O -5.08378 18.80932 5.26636 0.23 -0.73 -0.59 -0.03
H -6.53247 16.29146 2.85811 -0.03 0.15 0.08 0.08
H -5.07081 17.06646 3.40550 0.32 -0.49 -0.15 0.07
H -5.52581 15.33123 3.84334 0.56 0.19 0.31 0.07
H -8.54260 18.02281 5.04887 0.14 -0.03 0.23 0.08
H -7.30719 18.96332 4.20479 0.30 -0.13 0.53 0.08
H -8.01651 17.67808 3.40426 -0.13 -0.45 0.32 0.08
H -8.00626 16.34573 6.43273 -0.02 0.19 -0.28 0.12
H -7.96474 15.33767 4.98886 0.05 -0.11 0.01 0.13
H -6.99127 14.35977 7.20223 -0.04 -0.44 -0.53 0.11
H -5.78729 14.39348 5.82868 -0.13 -0.30 0.29 0.10
H -4.85692 15.24766 8.02017 0.26 0.01 -0.31 0.12
H -6.22018 16.27847 8.18434 0.06 0.14 -0.25 0.13
H -3.60687 18.67802 7.36209 0.04 -0.18 -0.12 0.07
H -3.87676 17.47605 8.61991 -0.02 -0.17 -0.08 0.09
H -5.16575 18.58697 8.11669 -0.06 -0.21 0.07 0.09
H -2.86201 15.97044 6.66394 -0.19 0.09 0.29 0.09
H -3.01426 17.26859 5.51117 -0.05 0.00 0.17 0.06
H -3.82667 15.74209 5.21722 0.07 -0.02 0.14 0.07
H -4.40984 18.38503 4.69489 -0.09 0.62 0.08 0.05
C 2.33988 17.04721 2.11268 0.11 -0.75 0.18 -0.08
C 3.59476 17.68239 1.58585 0.03 0.58 -0.45 -0.31
O 3.37287 18.02722 0.20757 0.38 -0.33 0.07 -0.08
H 2.27365 16.02455 1.72980 0.01 0.02 0.00 0.08
H 1.42964 17.53747 1.77379 0.09 0.40 0.16 0.07
H 2.39735 16.97052 3.19901 -0.22 0.11 -0.01 0.05
H 4.44437 17.00154 1.69770 -0.06 -0.09 -0.09 0.12
H 3.87580 18.60071 2.11217 -0.34 -0.15 0.10 0.07
H 4.21816 17.95073 -0.24647 -0.14 0.12 -0.08 0.08
C 0.97536 17.98226 5.48262 0.33 -0.11 0.09 -0.07
C 0.34555 19.22660 4.87355 0.18 -0.38 -0.66 -0.33
O -0.98760 19.37302 5.32549 -0.30 0.17 0.20 -0.10
H 0.58759 17.06123 5.04077 -0.38 0.08 0.20 0.08
H 0.83531 17.98984 6.56362 -0.16 -0.14 0.02 0.06
H 2.05381 17.91367 5.30555 -0.18 0.34 -0.06 0.03
H 0.39121 19.10577 3.77698 -0.20 0.14 0.18 0.10
H 0.94309 20.12128 5.09964 -0.19 -0.09 0.18 0.08
H -1.63380 19.49614 4.60305 0.71 -0.23 0.27 0.03
C 4.50554 19.17445 5.29319 -0.42 0.66 0.04 -0.06
C 5.29936 19.88795 4.22489 -0.16 -0.89 -1.13 -0.30
O 5.25450 21.29376 4.45710 0.33 -0.18 0.28 -0.08
H 3.43876 19.35156 5.12032 0.14 0.19 0.14 0.05
H 4.76669 19.61737 6.25702 -0.01 -0.25 0.10 0.09
H 4.62979 18.09550 5.30032 0.35 0.08 -0.09 0.05
H 4.85892 19.67528 3.23459 0.00 0.20 0.35 0.07
H 6.30831 19.46152 4.12611 0.14 0.56 0.48 0.12
H 5.85421 21.73858 3.85235 -0.06 0.04 -0.05 0.10
C -3.52147 21.71756 5.60287 -0.16 0.15 0.54 -0.08
C -4.97302 22.15947 5.85837 0.62 -0.13 -1.21 -0.28
O -5.38498 23.17065 4.90370 0.25 -0.10 0.77 -0.10
H -3.10151 21.22690 6.48700 -0.13 -0.11 -0.08 0.06
H -2.88789 22.59216 5.42947 -0.01 -0.02 -0.17 0.07
H -3.43869 21.01580 4.77551 -0.04 0.15 -0.15 0.05
H -5.04971 22.47387 6.90260 -0.40 0.19 -0.14 0.11
H -5.63995 21.33436 5.62004 -0.04 -0.10 0.51 0.09
H -4.87936 23.96974 5.09270 -0.05 -0.06 -0.08 0.07
O 3.83482 16.03713 5.24664 -0.07 -0.37 0.24 -0.06
H 4.02867 15.09109 5.21196 -0.02 0.18 -0.03 0.05
H 3.41636 16.16268 6.11005 0.06 0.01 -0.18 0.05
O -2.67000 18.76274 3.16635 0.03 0.17 -0.50 -0.04
H -2.81936 19.47643 2.52513 -0.04 -0.27 0.19 0.08
H -2.09278 18.13148 2.71001 -0.18 0.15 0.17 0.07
```
Forces are in eV/Å.

Values from the calculation:
Energy above the lowest of the compared OMol25 structures with the same formula, charge and spin: 46.37 kJ/mol
Charge: 0
Kohn-Sham gap: 0.2957 Ha
SMILES string: CC1(C)CCCC(C)(C)N1O.CC1(C)CCCC(C)(C)N1O.CC1(C)CCCC(C)(C)N1O.CCO.CCO.CCO.CCO.O.O
Multiplicity: 1
Energy: -2225.79494 a.u.